[1]
DFT (the ωB97M-V functional and the def2-TZVPD basis) results for a structure of composition C4H11N2OS.

CARTESIAN COORDINATES (ANGSTROEM)
N (-2.22, -0.62, -0.45)
C (-1.34, -0.85, 0.48)
C (-0.11, -1.59, -0.08)
S (1.34, -0.65, -0.73)
C (-0.91, 0.80, 1.02)
N (-0.59, 1.43, -0.25)
C (0.79, 1.40, -0.50)
O (-0.01, 0.75, 1.87)
H (-3.19, -0.93, -0.36)
H (-1.71, -1.43, 1.33)
H (-1.86, 1.18, 1.40)
H (6.23, -0.60, -1.83)
H (-0.41, -1.96, -1.08)
H (0.36, -2.17, 0.70)
H (5.49, -0.52, -1.77)
H (-1.09, 0.96, -1.01)
H (1.40, 0.41, -0.10)
H (1.30, 2.20, 0.04)
H (0.95, 1.36, -1.57)

Results
largest force on an atom	0.122	hartree/bohr
LUMO energy	-6.51	eV
relative energy (zero: lowest compared OMol25 entry of this formula, charge and spin)	230.1	kcal per mole
charge	+1
HOMO-LUMO gap	8.0313	eV
HOMO energy	-0.5343	Eh

***

[2]
DFT (the ωB97M-V functional and the def2-TZVPD basis) results for the molecule C9H11NO3.

CARTESIAN COORDINATES (ANGSTROEM)
C (2.65, -2.18, 1.70)
C (1.50, -1.45, 2.14)
C (2.71, -1.94, 0.34)
C (0.95, -0.88, 1.04)
C (1.86, 1.94, -0.73)
C (-0.17, -0.12, 0.82)
C (-0.43, 0.71, -0.48)
C (-1.28, -0.18, -1.41)
C (-1.30, 1.97, 0.02)
N (0.73, 1.02, -1.16)
O (2.79, 1.80, -1.50)
O (1.70, -1.13, -0.07)
O (1.55, 2.47, 0.33)
H (3.37, -2.72, 2.32)
H (1.04, -1.30, 3.22)
H (3.54, -2.10, -0.36)
H (-0.98, -0.23, 1.55)
H (-1.90, -0.82, -0.87)
H (-0.62, -0.79, -1.96)
H (-2.02, 0.33, -2.01)
H (-1.15, 2.72, -0.80)
H (-0.64, 2.38, 0.82)
H (-2.33, 1.65, 0.32)
H (1.26, 0.24, -1.53)

Results
largest force on an atom	0.067	hartree/bohr
LUMO energy (alpha / beta)	-2.81 / -2.80	eV
relative energy (zero: lowest compared OMol25 entry of this formula, charge and spin)	119.7	kcal per mole
HOMO-LUMO gap (alpha / beta)	4.9540 / 4.9608	eV
HOMO energy (alpha / beta)	-0.2852 / -0.2853	Eh

***

[3]
DFT (the ωB97M-V functional and the def2-TZVPD basis) results for a cluster of 2 separate species, C3H9NS in total.

CARTESIAN COORDINATES (ANGSTROEM)
C (-2.38, 0.27, -1.00)
S (-2.15, 1.83, -0.06)
H (-1.78, 0.43, -1.90)
H (-3.40, 0.25, -1.36)
H (-1.94, -0.55, -0.46)
C (1.75, -0.84, 0.73)
C (0.94, -0.48, -0.29)
N (2.90, -0.16, 1.09)
H (1.64, -1.88, 1.05)
H (0.52, 0.52, -0.34)
H (0.53, -1.28, -0.88)
H (-2.99, 1.49, 0.92)
H (3.34, 0.42, 0.41)
H (3.02, -0.02, 2.08)

Results
largest force on an atom	0.040	hartree/bohr
LUMO energy	1.03	eV
structure (SMILES)	C=CN.CS
relative energy (zero: lowest compared OMol25 entry of this formula, charge and spin)	44.1	kcal per mole
HOMO-LUMO gap	9.2261	eV
HOMO energy	-0.3010	Eh

***

[4]
DFT (the ωB97M-V functional and the def2-TZVPD basis) results for a cluster of 13 separate species, C51H78NO37Si in total.

CARTESIAN COORDINATES (ANGSTROEM)
C (5.52, -5.24, 0.49)
C (4.46, -4.50, 0.21)
C (4.22, -3.11, 0.74)
C (3.48, -2.12, -0.21)
Si (1.58, -2.47, -0.04)
C (0.72, -2.25, -1.69)
C (1.17, -4.19, 0.56)
C (0.79, -1.31, 1.21)
C (3.89, -2.23, -1.69)
C (5.25, -1.65, -2.09)
C (5.40, -1.71, -3.60)
C (6.47, -2.38, -1.51)
N (5.20, -0.20, -1.68)
O (4.57, 0.53, -2.52)
C (4.94, 0.14, -0.23)
C (6.20, -0.06, 0.63)
C (4.61, 1.63, -0.19)
C (3.71, -0.66, 0.28)
H (5.66, -6.21, 0.04)
H (6.28, -4.91, 1.19)
H (3.70, -4.92, -0.45)
H (3.63, -3.18, 1.66)
H (5.18, -2.70, 1.05)
H (0.91, -1.28, -2.16)
H (1.06, -3.02, -2.39)
H (-0.35, -2.37, -1.56)
H (1.45, -4.35, 1.61)
H (1.59, -4.99, -0.04)
H (0.08, -4.28, 0.52)
H (1.01, -0.25, 1.04)
H (1.05, -1.56, 2.24)
H (-0.29, -1.45, 1.11)
H (3.82, -3.26, -2.06)
H (3.18, -1.64, -2.27)
H (4.46, -1.48, -4.12)
H (5.72, -2.71, -3.89)
H (6.16, -1.01, -3.95)
H (6.59, -2.28, -0.44)
H (6.37, -3.44, -1.73)
H (7.38, -2.02, -2.00)
H (6.19, 0.67, 1.44)
H (7.10, 0.12, 0.03)
H (6.28, -1.04, 1.07)
H (3.63, 1.83, -0.62)
H (5.36, 2.21, -0.72)
H (4.60, 1.95, 0.85)
H (2.83, -0.06, 0.06)
H (3.79, -0.69, 1.37)
C (-3.51, -1.02, 2.36)
C (-4.34, -1.96, 3.21)
O (-3.77, -3.24, 2.87)
C (-2.51, -3.03, 2.44)
O (-1.67, -3.86, 2.22)
O (-2.28, -1.72, 2.24)
H (-3.33, -0.04, 2.80)
H (-3.95, -0.91, 1.37)
H (-4.23, -1.80, 4.29)
H (-5.39, -1.93, 2.93)
C (-7.60, -3.49, 0.81)
C (-8.11, -2.37, -0.08)
O (-8.81, -1.54, 0.87)
C (-8.30, -1.76, 2.10)
O (-8.53, -1.09, 3.06)
O (-7.48, -2.83, 2.08)
H (-6.62, -3.88, 0.52)
H (-8.32, -4.30, 0.91)
H (-7.30, -1.78, -0.52)
H (-8.80, -2.70, -0.85)
C (4.02, 4.49, 2.96)
C (5.04, 3.87, 2.02)
O (5.64, 2.86, 2.85)
C (4.79, 2.55, 3.85)
O (4.93, 1.64, 4.61)
O (3.74, 3.40, 3.86)
H (3.11, 4.82, 2.47)
H (4.44, 5.31, 3.54)
H (4.59, 3.38, 1.16)
H (5.81, 4.56, 1.68)
C (6.72, 2.34, -4.75)
C (5.34, 2.05, -5.32)
O (5.51, 2.37, -6.70)
C (6.82, 2.27, -7.01)
O (7.26, 2.31, -8.12)
O (7.55, 2.10, -5.89)
H (7.00, 1.67, -3.94)
H (6.83, 3.37, -4.44)
H (5.06, 1.00, -5.22)
H (4.55, 2.67, -4.90)
C (-5.49, 2.73, -0.39)
C (-6.60, 2.28, 0.55)
O (-6.73, 0.88, 0.23)
C (-5.57, 0.47, -0.32)
O (-5.28, -0.67, -0.55)
O (-4.76, 1.50, -0.58)
H (-4.83, 3.48, 0.04)
H (-5.86, 3.06, -1.36)
H (-6.31, 2.35, 1.60)
H (-7.55, 2.78, 0.39)
C (9.50, 2.64, 2.45)
C (9.90, 1.32, 1.83)
O (8.93, 1.17, 0.79)
C (8.45, 2.39, 0.47)
O (7.73, 2.62, -0.46)
O (8.89, 3.31, 1.35)
H (10.35, 3.20, 2.82)
H (8.75, 2.52, 3.24)
H (10.90, 1.36, 1.38)
H (9.84, 0.46, 2.50)
C (-1.73, 2.77, 0.45)
C (-0.43, 3.44, 0.03)
O (-0.89, 4.72, -0.40)
C (-2.06, 5.00, 0.20)
O (-2.63, 6.04, 0.18)
O (-2.53, 3.89, 0.84)
H (-1.62, 2.08, 1.28)
H (-2.23, 2.26, -0.39)
H (0.26, 3.57, 0.86)
H (0.07, 2.93, -0.79)
C (3.84, 3.20, -2.11)
C (3.03, 4.02, -3.10)
O (2.11, 4.70, -2.24)
C (2.64, 4.78, -1.01)
O (2.19, 5.40, -0.10)
O (3.75, 4.00, -0.93)
H (4.89, 3.08, -2.38)
H (3.40, 2.23, -1.91)
H (3.64, 4.76, -3.62)
H (2.48, 3.43, -3.83)
C (-9.90, -8.07, 3.56)
C (-8.98, -7.02, 4.16)
O (-8.85, -6.09, 3.09)
C (-9.92, -6.22, 2.27)
O (-10.17, -5.46, 1.38)
O (-10.64, -7.31, 2.60)
H (-10.59, -8.53, 4.26)
H (-9.34, -8.85, 3.02)
H (-9.44, -6.51, 5.01)
H (-8.00, -7.39, 4.44)
C (12.91, 0.97, 5.27)
C (13.88, 2.05, 5.71)
O (13.99, 2.85, 4.52)
C (12.89, 2.66, 3.77)
O (12.60, 3.30, 2.81)
O (12.15, 1.64, 4.26)
H (12.24, 0.62, 6.06)
H (13.42, 0.11, 4.82)
H (13.48, 2.68, 6.50)
H (14.87, 1.69, 5.98)
C (-11.05, -0.25, -0.87)
C (-12.43, -0.24, -1.50)
O (-12.15, 0.21, -2.83)
C (-10.86, -0.06, -3.12)
O (-10.38, 0.04, -4.20)
O (-10.21, -0.46, -2.01)
H (-10.88, -1.03, -0.14)
H (-10.79, 0.72, -0.43)
H (-12.87, -1.24, -1.56)
H (-13.13, 0.44, -1.02)
C (-15.87, 0.60, -4.60)
C (-14.54, 1.29, -4.86)
O (-14.96, 2.63, -5.14)
C (-16.17, 2.84, -4.56)
O (-16.71, 3.89, -4.47)
O (-16.68, 1.67, -4.11)
H (-15.82, -0.19, -3.85)
H (-16.32, 0.21, -5.51)
H (-13.90, 1.30, -3.98)
H (-13.99, 0.89, -5.70)

Results
largest force on an atom	0.031	hartree/bohr
LUMO energy (alpha / beta)	0.21 / 0.13	eV
spin multiplicity	2
relative energy (zero: lowest compared OMol25 entry of this formula, charge and spin)	3.9	kcal per mole
HOMO-LUMO gap (alpha / beta)	8.4805 / 9.5265	eV
HOMO energy (alpha / beta)	-0.3040 / -0.3455	Eh

***

[5]
DFT (the ωB97M-V functional and the def2-TZVPD basis) results for the molecule C18H32N2O6.

CARTESIAN COORDINATES (ANGSTROEM)
C (-2.12, -1.08, 9.90)
C (-2.06, -2.55, 9.59)
O (-2.00, -2.68, 8.15)
C (-1.94, -3.94, 7.69)
O (-1.94, -4.91, 8.39)
C (-1.89, -4.02, 6.18)
N (-1.83, -2.73, 5.54)
C (-1.41, -2.61, 4.25)
O (-1.11, -3.59, 3.59)
C (-1.34, -1.20, 3.71)
C (-2.41, -0.95, 2.63)
C (-2.60, -2.00, 1.53)
C (-1.32, -2.38, 0.75)
N (-0.24, -1.41, 0.87)
C (-0.18, -0.23, 0.19)
O (0.62, 0.65, 0.48)
C (-1.11, -0.08, -1.02)
O (-1.33, 1.30, -1.26)
C (-0.51, -0.79, -2.24)
O (-1.46, -0.85, -3.29)
C (-2.38, -1.91, -3.18)
C (0.80, -0.20, -2.78)
C (0.60, 1.08, -3.59)
C (1.51, -1.25, -3.63)
C (0.63, -1.55, 2.04)
C (0.08, -0.83, 3.26)
H (-2.16, -0.94, 10.98)
H (-1.23, -0.56, 9.53)
H (-3.00, -0.61, 9.46)
H (-1.18, -3.03, 10.01)
H (-2.94, -3.08, 9.95)
H (-1.02, -4.61, 5.91)
H (-2.76, -4.60, 5.86)
H (-2.03, -1.91, 6.09)
H (-1.58, -0.51, 4.53)
H (-3.38, -0.83, 3.12)
H (-2.19, 0.02, 2.17)
H (-3.01, -2.91, 1.96)
H (-3.35, -1.61, 0.84)
H (-0.93, -3.31, 1.15)
H (-1.55, -2.55, -0.30)
H (-2.07, -0.56, -0.79)
H (-2.27, 1.45, -1.34)
H (-0.28, -1.82, -1.92)
H (-3.03, -1.87, -4.04)
H (-1.86, -2.88, -3.16)
H (-3.00, -1.83, -2.27)
H (1.42, 0.03, -1.91)
H (-0.05, 0.90, -4.44)
H (0.18, 1.88, -2.99)
H (1.57, 1.41, -3.97)
H (0.88, -1.55, -4.47)
H (2.44, -0.86, -4.02)
H (1.74, -2.15, -3.05)
H (0.74, -2.61, 2.23)
H (1.60, -1.13, 1.79)
H (0.09, 0.24, 3.05)
H (0.77, -0.99, 4.10)

Results
largest force on an atom	0.002	hartree/bohr
LUMO energy	0.43	eV
structure (SMILES)	CCOC(=O)CNC(=O)[C@@H]1CCCN(C(=O)[C@@H](O)[C@@H](OC)C(C)C)CC1
relative energy (zero: lowest compared OMol25 entry of this formula, charge and spin)	7.3	kcal per mole
HOMO-LUMO gap	9.4841	eV
HOMO energy	-0.3329	Eh

***

[6]
DFT (the ωB97M-V functional and the def2-TZVPD basis) results for the molecule C4H6ClOP.

CARTESIAN COORDINATES (ANGSTROEM)
C (-0.24, -0.36, 1.47)
C (-0.82, 0.82, 1.50)
C (0.41, -1.02, 0.21)
C (-0.11, -0.44, -1.10)
O (-0.66, 2.07, -1.95)
P (0.00, 1.35, -0.87)
Cl (2.06, 1.67, -0.82)
H (-0.14, -1.01, 2.23)
H (-1.43, 1.48, 2.11)
H (1.44, -1.04, 0.19)
H (0.23, -2.17, 0.30)
H (0.47, -0.85, -1.86)
H (-1.21, -0.51, -1.40)

Results
largest force on an atom	0.087	hartree/bohr
LUMO energy (alpha / beta)	-0.61 / -0.61	eV
relative energy (zero: lowest compared OMol25 entry of this formula, charge and spin)	56.8	kcal per mole
HOMO-LUMO gap (alpha / beta)	8.5654 / 8.5651	eV
HOMO energy (alpha / beta)	-0.3371 / -0.3372	Eh

***

Q: Look up the relative energy (zero: lowest compared OMol25 entry of this formula, charge and spin) of the second one.
A: 119.7 kcal per mole